The following is a DFT calculation (wB97M-V/def2-TZVPD) of a molecular structure, C39H32N3O6P2Sn.

## Properties
E_HOMO, eV: -10.52
HOMO-LUMO gap, eV: 7.191
Relative energy (zero: lowest compared OMol25 entry of this formula, charge and spin), eV: 0.0000
E_tot, Eh: -3017.7441
Charge: +1

```
83
C39H32N3O6P2Sn, DFT wB97M-V/def2-TZVPD
Sn 0.36904 -1.38728 0.13163
C -0.31824 1.54851 -2.47766
N -0.07745 2.39423 -1.33321
C -1.02963 2.25796 -0.26226
P -0.58405 0.97500 1.00929
C 0.67327 1.79801 2.01098
C 0.34897 2.93069 2.76179
C 1.32379 3.57208 3.50349
C 2.63175 3.09192 3.50265
C 2.96447 1.97163 2.75821
C 1.98337 1.32288 2.01562
C -2.06478 0.83419 2.04357
C -3.32779 0.75881 1.45205
C -4.46248 0.64604 2.24366
C -4.34272 0.59175 3.62608
C -3.08462 0.62382 4.21921
C -1.94740 0.74034 3.43367
C 1.05432 3.24637 -1.24923
C 2.11755 3.11516 -2.14534
C 3.19805 3.98825 -2.09599
C 3.25656 4.99871 -1.15005
C 2.20991 5.11982 -0.24624
C 1.12080 4.26117 -0.29206
P 0.23092 -0.22127 -2.30247
C -0.76524 -1.17492 -3.47340
C -0.20462 -2.31320 -4.05866
C -0.94890 -3.08861 -4.93235
C -2.26358 -2.74226 -5.22221
C -2.84016 -1.63752 -4.61253
C -2.09861 -0.86029 -3.73249
C 1.91616 -0.21454 -2.96049
C 2.15282 -0.09735 -4.33220
C 3.45283 -0.03751 -4.80794
C 4.52532 -0.08988 -3.92198
C 4.29883 -0.19196 -2.55666
C 2.99566 -0.25749 -2.07904
H 0.16872 1.93503 -3.36992
H -1.38843 1.53105 -2.67708
H -1.99882 1.99122 -0.68063
H -1.16837 3.17806 0.30063
H -0.67064 3.30482 2.77851
H 1.06631 4.44729 4.08907
H 3.38972 3.59099 4.09502
H 3.98000 1.59363 2.76255
H 2.25109 0.43994 1.45002
H -3.44077 0.76401 0.37352
H -5.43979 0.59565 1.77815
H -5.23105 0.51705 4.24308
H -2.98801 0.56118 5.29708
H -0.97160 0.76700 3.90232
H 2.12904 2.32827 -2.88764
H 4.00468 3.86207 -2.80995
H 4.09798 5.68075 -1.11798
H 2.22915 5.89930 0.50779
H 0.32830 4.40669 0.42931
H 0.81909 -2.59217 -3.83996
H -0.50421 -3.96762 -5.38334
H -2.84252 -3.34257 -5.91504
H -3.87408 -1.38284 -4.81124
H -2.58584 -0.02376 -3.24750
H 1.32263 -0.05381 -5.02933
H 3.63150 0.04876 -5.87367
H 5.54010 -0.05116 -4.29986
H 5.13217 -0.22105 -1.86511
H 2.83186 -0.31641 -1.01200
O -3.23979 -3.37094 -0.34438
C -2.27806 -2.92037 0.22095
O -1.52325 -1.94127 -0.26644
C -1.82812 -3.46371 1.55150
C -1.18285 -2.64506 2.46489
C -0.62998 -3.19824 3.60291
C -0.75342 -4.52755 3.91276
C -1.44726 -5.30554 3.00796
C -1.97049 -4.81748 1.83201
N -1.58822 -6.76015 3.30056
O -1.15078 -7.16085 4.36008
O -2.11092 -7.44571 2.44736
N 0.22498 -2.34119 4.45602
O 0.28930 -2.60734 5.63389
O 0.84725 -1.45011 3.89906
H -1.13718 -1.57601 2.31823
H -0.32446 -4.95724 4.80787
H -2.47911 -5.47587 1.14050
```

---

The following is a DFT calculation (wB97M-V/def2-TZVPD) of a molecular structure, C39H33AlAsGeOS5.

## Properties
E_HOMO (spin up / spin down), eV: -6.77 / -7.12
HOMO-LUMO gap (spin up / spin down), eV: 6.664 / 5.358
Relative energy (zero: lowest compared OMol25 entry of this formula, charge and spin), eV: 0.6230
Multiplicity: 2
⟨S²⟩: 0.77
E_tot, Eh: -8127.3323

```
81
C39H33AlAsGeOS5, DFT wB97M-V/def2-TZVPD
Al 0.49774 -0.04315 0.51315
S -6.28438 2.07000 2.19272
C -4.74557 1.59519 1.93392
S -4.32685 0.05980 1.25100
C -2.60317 0.21471 1.31098
C -2.13153 1.43996 1.78980
S -0.50584 1.83713 1.81188
S -3.36222 2.53695 2.34480
S -1.61904 -1.05422 0.78051
C 0.98547 0.23079 -3.04165
Ge 0.01654 1.22295 -1.63271
C 0.67984 3.05865 -1.82441
C 1.49905 3.64826 -0.86106
C 1.99261 4.93965 -1.02337
C 1.66597 5.67086 -2.15456
C 0.85798 5.10002 -3.13087
C 0.37939 3.80679 -2.96801
C -1.86031 1.16377 -2.19067
C -2.27266 0.03368 -2.84952
C -3.63025 -0.19052 -3.19350
C -4.57237 0.74190 -2.88553
C -4.20143 1.94665 -2.23262
C -5.17633 2.92668 -1.91102
C -4.82318 4.08461 -1.28430
C -3.46921 4.31352 -0.94481
C -2.51529 3.37946 -1.22632
C -2.84618 2.16157 -1.88488
H 0.86838 0.75787 -3.99167
H 0.62474 -0.79398 -3.17245
H 2.04911 0.20108 -2.78279
H 1.74902 3.10148 0.04161
H 2.62157 5.37766 -0.25828
H 2.03458 6.68146 -2.27535
H 0.59364 5.67018 -4.01262
H -0.26739 3.38698 -3.73198
H -1.55233 -0.73202 -3.10638
H -3.91354 -1.10536 -3.70117
H -5.61401 0.58886 -3.14320
H -6.21185 2.73112 -2.16364
H -5.57525 4.82203 -1.03635
H -3.19147 5.23066 -0.44049
H -1.48645 3.56822 -0.94566
C 2.25860 0.21891 1.34405
H 2.98285 0.29933 0.52535
H 2.57437 -0.62389 1.96818
H 2.34229 1.12208 1.95221
O 0.95066 -1.66596 -0.33374
As 1.31342 -2.93006 -1.34887
C -0.20149 -3.31162 -2.43287
C -1.38836 -3.42940 -1.70989
C -2.57066 -3.70756 -2.37694
C -2.57016 -3.86772 -3.75488
C -1.38883 -3.75088 -4.47260
C -0.19861 -3.46966 -3.81613
C 1.63838 -4.43900 -0.23173
C 2.09669 -5.63559 -0.77522
C 2.30764 -6.72127 0.05948
C 2.05969 -6.60623 1.42332
C 1.60244 -5.41107 1.95655
C 1.38900 -4.31581 1.12778
C 2.93159 -2.45895 -2.22509
C 3.11320 -2.29323 -3.59377
C 4.35760 -1.90899 -4.07641
C 5.40411 -1.68335 -3.19718
C 5.21488 -1.82758 -1.82934
C 3.97880 -2.21029 -1.33569
H -1.40993 -3.28686 -0.63483
H -3.49299 -3.78107 -1.81626
H -3.49583 -4.08159 -4.27307
H -1.39111 -3.87791 -5.54669
H 0.70132 -3.39241 -4.39531
H 2.29531 -5.73429 -1.83665
H 2.66468 -7.65692 -0.34939
H 2.22419 -7.45653 2.07195
H 1.40769 -5.32579 3.01710
H 1.02824 -3.37934 1.53529
H 2.30860 -2.42384 -4.29253
H 4.50127 -1.77217 -5.13969
H 6.36983 -1.37834 -3.57799
H 6.02636 -1.63128 -1.14179
H 3.83714 -2.29729 -0.26553
```

---

The following is a DFT calculation (wB97M-V/def2-TZVPD) of a molecular structure, C39H33AsBrF6N5O5SSeW at a distorted geometry.

## Properties
E_HOMO (spin up / spin down), eV: -10.98 / -10.96
HOMO-LUMO gap (spin up / spin down), eV: 6.292 / 5.567
Relative energy (zero: lowest compared OMol25 entry of this formula, charge and spin), eV: 1.8366
Multiplicity: 2
⟨S²⟩: 0.76
E_tot, Eh: -10431.6641
Charge: +1

```
93
C39H33AsBrF6N5O5SSeW, DFT wB97M-V/def2-TZVPD
W -1.17336 0.73526 -0.18047
C -5.78940 0.53412 -0.41255
C -4.48369 0.76403 0.03101
N -3.41677 0.66543 -0.74129
C -3.63945 0.32773 -2.04185
C -4.90244 0.00366 -2.56005
C -6.00517 0.13138 -1.69945
C -4.98555 -0.47496 -3.88718
C -3.84741 -0.62954 -4.62211
C -2.59053 -0.26376 -4.09887
C -2.50062 0.25878 -2.83804
N -1.32220 0.68415 -2.18458
C -0.39603 1.35879 -3.01315
C -0.59886 1.84506 -4.27734
C 0.47183 2.43340 -4.98770
C 1.71595 2.53930 -4.44261
C 1.92776 2.11914 -3.10903
C 3.14859 2.24505 -2.42135
C 3.21826 1.84585 -1.11827
C 2.06374 1.37101 -0.48288
N 0.89594 1.26530 -1.08185
C 0.84494 1.57670 -2.40170
H -6.60045 0.64980 0.29161
H -4.33707 1.03596 1.06264
H -7.00064 -0.09789 -2.05885
H -5.95228 -0.74886 -4.28866
H -3.89515 -1.04461 -5.61943
H -1.70437 -0.41300 -4.70004
H -1.56421 1.79149 -4.75507
H 0.28465 2.79573 -5.98963
H 2.53760 2.97105 -4.99904
H 4.01356 2.65535 -2.92829
H 4.12531 1.92310 -0.53631
H 2.12400 1.07199 0.54924
O -3.54528 1.20662 4.88530
C -3.06345 0.70321 3.74600
C -2.90127 -0.68702 3.55215
C -2.37076 -1.15976 2.38345
N -2.07183 -0.25174 1.43704
C -2.23781 1.02184 1.60106
Br -1.42733 3.24228 -0.40429
C -2.71706 1.60746 2.74280
H -3.75032 0.50928 5.51936
H -3.17072 -1.37988 4.33877
H -2.19940 -2.20359 2.17090
H -2.82821 2.67550 2.86584
C 2.96333 -3.63476 3.89751
C 3.36490 -2.20297 3.67922
C 3.60352 -1.34738 4.75321
C 3.96804 -0.02705 4.54928
C 4.08325 0.45434 3.25192
C 3.87583 -0.38640 2.16682
C 3.52339 -1.70739 2.38768
S 4.50387 2.15035 2.99023
O 5.59438 2.49244 3.84540
O 4.56410 2.32260 1.56470
N 3.24412 3.04895 3.51233
C 1.94208 2.96836 2.86863
C 1.02192 1.87356 3.45406
C 0.46642 0.86924 2.47268
O 0.40320 -0.31300 2.73254
O 0.08915 1.39805 1.31295
H 2.80851 -3.84815 4.95380
H 3.73204 -4.31353 3.52509
H 2.03924 -3.86153 3.36281
H 3.51043 -1.72439 5.76451
H 4.17551 0.62366 5.39065
H 4.02859 -0.00781 1.16305
H 3.36967 -2.37302 1.54469
H 3.28950 3.25607 4.50087
H 2.13186 2.80852 1.81100
H 1.46475 3.94420 2.93203
H 0.15965 2.33752 3.94002
H 1.54890 1.29523 4.20824
F -2.03127 -1.69094 -0.92324
As -2.80140 -3.34456 -1.08527
F -2.50273 -3.55405 0.61038
F -1.20769 -3.92598 -1.40590
F -3.51971 -4.87524 -1.23311
F -3.00737 -2.97656 -2.75634
F -4.29352 -2.55796 -0.71141
Se 0.38246 -1.44833 0.07360
C 1.16253 -1.69399 -1.64075
C 2.54993 -1.81608 -1.65999
C 3.20507 -1.96101 -2.87360
C 2.47202 -2.02131 -4.05044
C 1.08435 -1.93893 -4.01667
C 0.41884 -1.76372 -2.81477
H 3.11758 -1.79565 -0.73594
H 4.28371 -2.04400 -2.89508
H 2.98086 -2.15253 -4.99656
H 0.51512 -2.02321 -4.93357
H -0.66198 -1.72183 -2.78249
```